C33H28AuN4PS2 | the ωB97M-V functional and the def2-TZVPD basis

XYZ file:
```
69
Properties=species:S:1:pos:R:3:forces:R:3:mulliken_charge:R:1
Au 0.44792 -0.07755 0.10997 -0.9 -1.1 0.2 0.622
N -1.65449 -3.89289 1.02909 0.3 0.1 -0.1 -0.118
C -2.77144 -4.14686 0.19501 -0.1 0.0 -0.1 0.220
C -3.77820 -4.98430 0.63929 0.0 0.1 -0.1 -0.726
C -4.88674 -5.21271 -0.16699 0.0 0.0 0.0 -0.614
C -4.99337 -4.58523 -1.39580 0.0 0.0 0.0 -0.710
C -3.98671 -3.72894 -1.82973 0.0 0.0 0.0 -0.568
C -2.86832 -3.52525 -1.04361 0.0 0.0 0.1 0.688
S -1.52728 -2.53832 -1.65627 0.1 -0.2 0.0 -0.170
N -0.69457 -2.15913 -0.22265 0.3 0.3 0.0 -0.174
C -0.82227 -2.83421 0.86664 -0.3 -0.2 -0.1 0.329
C 0.00994 -2.41347 2.03146 0.1 -0.2 0.1 0.961
C 0.02131 -3.07742 3.24760 0.1 0.1 -0.1 -0.661
C 0.92241 -2.68283 4.23009 0.0 0.1 -0.1 -0.604
C 1.78768 -1.63538 3.97097 -0.1 -0.1 0.0 -0.995
C 1.68694 -0.98308 2.75442 0.0 0.1 0.2 0.034
N 0.81587 -1.35828 1.81841 -0.2 0.4 0.2 -0.071
H -1.59138 -4.44594 1.86567 0.0 0.1 0.0 0.140
H -3.69987 -5.46030 1.60856 0.0 0.0 0.0 0.376
H -5.66819 -5.87577 0.17463 0.0 0.0 0.0 0.409
H -5.85583 -4.76214 -2.02172 0.0 0.0 0.0 0.413
H -4.06139 -3.23908 -2.79202 0.0 0.0 0.0 0.420
H -0.65241 -3.89358 3.45667 0.0 0.0 0.0 0.319
H 0.94716 -3.19910 5.17936 0.0 0.0 0.0 0.459
H 2.51948 -1.31030 4.69480 0.0 0.0 0.0 0.483
H 2.30492 -0.12894 2.51046 0.0 -0.1 0.0 0.393
S 3.34691 3.63909 1.47103 0.0 -0.1 -0.1 -0.313
C 4.59999 2.68121 0.75349 0.0 -0.1 0.0 1.139
C 5.92908 3.01693 0.50900 0.0 0.0 0.0 -0.832
C 6.72995 2.06610 -0.08550 0.1 0.0 0.0 -0.504
C 6.23243 0.80059 -0.42677 0.0 0.0 0.0 -0.716
C 4.91934 0.46468 -0.18336 0.0 0.1 0.1 -0.563
C 4.09018 1.42052 0.41095 0.2 0.1 0.0 -0.519
N 2.75512 1.24494 0.71581 -0.3 0.2 0.1 0.348
C 2.25137 2.31401 1.26245 0.1 -0.1 -0.1 0.526
C 0.83839 2.43151 1.65145 -0.1 0.2 0.3 1.124
C 0.41267 3.48016 2.47206 0.0 0.0 0.1 -0.956
C -0.91080 3.59003 2.86400 0.0 0.0 0.0 -1.007
C -1.83904 2.64937 2.45377 -0.1 -0.1 0.0 -0.755
C -1.45100 1.59668 1.62626 -0.1 0.1 0.2 -0.482
C -0.13083 1.52318 1.25047 0.8 0.1 -0.5 0.256
H 6.32247 3.98733 0.77578 0.0 0.0 0.0 0.451
H 7.76519 2.29947 -0.29053 0.0 0.0 0.0 0.413
H 6.89501 0.07839 -0.88244 0.0 0.0 0.0 0.427
H 4.53507 -0.51637 -0.42643 0.0 0.0 0.0 0.481
H 1.13162 4.20949 2.82198 0.0 0.0 0.0 0.498
H -1.21567 4.40927 3.49943 0.0 0.0 0.0 0.442
H -2.87269 2.72727 2.76186 0.0 0.0 0.0 0.461
H -2.17978 0.86816 1.30398 0.0 0.0 0.0 0.545
C 1.02291 2.80704 -1.65873 -0.1 0.0 -0.1 -1.301
P 0.29506 1.15993 -1.80250 -0.1 0.6 0.1 1.040
C 1.33589 0.26475 -2.97516 0.0 -0.1 0.0 -1.281
C -1.34486 1.34378 -2.49987 0.0 -0.1 0.1 0.822
C -1.47325 1.82774 -3.80431 0.1 0.0 0.1 -0.605
C -2.73050 2.01565 -4.34518 0.0 0.0 -0.1 -0.801
C -3.86108 1.72407 -3.59579 -0.1 0.0 0.0 -0.510
C -3.73973 1.24186 -2.30208 0.0 0.0 0.0 -0.890
C -2.48179 1.04925 -1.75427 0.0 0.0 -0.1 0.054
H 0.79204 3.36627 -2.56628 0.0 0.0 0.0 0.605
H 2.10246 2.73095 -1.54193 0.0 0.0 0.0 0.344
H 0.59817 3.33332 -0.80727 -0.1 0.0 0.0 0.340
H 1.50419 0.90734 -3.84061 0.0 0.0 0.0 0.496
H 0.85318 -0.65795 -3.29723 0.0 0.0 0.0 0.323
H 2.30022 0.03405 -2.52204 0.0 0.0 0.0 0.443
H -0.60124 2.06306 -4.40145 0.0 0.0 0.0 0.335
H -2.82999 2.39459 -5.35266 0.0 0.0 0.0 0.425
H -4.84137 1.87467 -4.02572 0.0 0.0 0.0 0.427
H -4.62262 1.01764 -1.71995 0.0 0.0 0.0 0.466
H -2.38387 0.67098 -0.74999 0.0 -0.1 0.1 -0.051
```
Forces are in eV/Å.

Values from the calculation:
**Charge**: +2
**Largest force on an atom**: 1.45 eV Å⁻¹
**Calculated total energy**: -2766.28988 a.u.
**Energy above the lowest of the compared OMol25 structures with the same formula, charge and spin**: 0.38 kcal/mol
**Kohn-Sham gap**: 0.2111 Eh